Entry 1:
ORCA calculation (ωB97M-V/def2-TZVPD) on a molecular structure, C40H39Cl3KN2OS4SbSe at a distorted geometry.

* charge: -2
* energy relative to the best compared isomer or geometry (same formula, charge and spin): 60.8 kJ/mol
* HOMO energy: -1.63 eV

Element x y z (Å)
1 K -1.813 2.097 -1.251
2 S 1.195 2.596 3.080
3 C 0.437 2.700 1.576
4 S 0.404 1.195 0.584
5 S -0.329 4.070 0.956
6 Cl -5.970 1.597 -7.675
7 C -5.114 1.357 -6.160
8 C -4.971 2.414 -5.277
9 C -4.293 2.207 -4.097
10 Cl -4.111 3.560 -2.997
11 C -3.705 0.966 -3.697
12 O -3.082 0.813 -2.616
13 C -3.912 -0.060 -4.668
14 Cl -3.275 -1.645 -4.300
15 C -4.586 0.116 -5.856
16 H -5.376 3.388 -5.507
17 H -4.697 -0.713 -6.541
18 S 0.500 3.145 -2.851
19 Sb 1.880 1.820 -1.612
20 C 3.162 2.640 -0.134
21 C 3.954 1.824 0.662
22 C 4.849 2.384 1.559
23 C 4.929 3.763 1.689
24 C 4.112 4.576 0.922
25 C 3.231 4.019 0.005
26 C 1.588 -0.268 -1.896
27 C 2.432 -1.232 -1.354
28 C 2.238 -2.575 -1.641
29 C 1.178 -2.967 -2.449
30 C 0.323 -2.011 -2.977
31 C 0.533 -0.664 -2.709
32 C 3.600 1.812 -3.023
33 C 4.182 3.041 -3.339
34 C 5.261 3.134 -4.201
35 C 5.792 1.989 -4.782
36 C 5.228 0.760 -4.487
37 C 4.144 0.679 -3.617
38 H 3.852 0.746 0.622
39 H 5.456 1.741 2.184
40 H 5.605 4.202 2.413
41 H 4.140 5.651 1.051
42 H 2.570 4.655 -0.571
43 H 3.254 -0.942 -0.711
44 H 2.908 -3.317 -1.222
45 H 1.012 -4.017 -2.658
46 H -0.515 -2.303 -3.596
47 H -0.135 0.076 -3.139
48 H 3.774 3.951 -2.912
49 H 5.690 4.104 -4.426
50 H 6.632 2.059 -5.463
51 H 5.626 -0.143 -4.936
52 H 3.716 -0.296 -3.418
53 C -4.146 -0.231 6.126
54 C -2.941 -1.157 6.030
55 C -1.614 -0.406 5.956
56 C -1.383 0.342 4.648
57 N -1.069 -0.567 3.556
58 C -1.863 -0.854 2.495
59 Se -3.592 -0.274 2.246
60 N -1.167 -1.677 1.674
61 C -1.516 -2.006 0.298
62 C -1.889 -3.469 0.110
63 C -3.214 -3.854 0.764
64 C -4.419 -3.326 -0.003
65 C 0.087 -1.904 2.210
66 C 1.169 -2.622 1.732
67 C 2.327 -2.594 2.494
68 C 2.397 -1.867 3.685
69 C 1.313 -1.146 4.158
70 C 0.154 -1.187 3.401
71 H -5.063 -0.791 6.316
72 H -4.288 0.316 5.195
73 H -4.022 0.491 6.936
74 H -3.044 -1.791 5.145
75 H -2.920 -1.826 6.897
76 H -0.787 -1.110 6.098
77 H -1.550 0.313 6.779
78 H -0.549 1.044 4.715
79 H -2.257 0.910 4.330
80 H -0.649 -1.741 -0.309
81 H -2.331 -1.340 0.013
82 H -1.080 -4.099 0.489
83 H -1.941 -3.651 -0.968
84 H -3.237 -3.465 1.786
85 H -3.272 -4.944 0.843
86 H -4.412 -2.238 -0.040
87 H -5.354 -3.623 0.474
88 H -4.425 -3.703 -1.027
89 H 1.125 -3.146 0.789
90 H 3.202 -3.129 2.146
91 H 3.329 -1.837 4.234
92 H 1.385 -0.532 5.043

These are the Löwdin partial charges, in e, on atoms 1 to 2: 0.3820, 0.3701


Entry 2:
ORCA calculation (ωB97M-V/def2-TZVPD) on 8 unconnected molecules or ions with the total composition C40H40Cl12O4 at a distorted geometry.

* structure (SMILES): O=C1c2ccccc2C(=O)c2ccccc21.O=C1c2ccccc2C(=O)c2ccccc21.ClCCCl.ClCCCl.ClCCCl.ClCCCl.ClCCCl.ClCCCl
* charge: 0
* HOMO energy: -9.70 eV

Element x y z (Å)
1 Cl -4.033 -0.289 4.400
2 C -5.097 -1.668 4.368
3 C -6.036 -1.506 3.117
4 Cl -7.120 -0.149 3.213
5 H -5.648 -1.620 5.307
6 H -4.520 -2.592 4.398
7 H -6.655 -2.347 2.805
8 H -5.399 -1.223 2.279
9 Cl -6.948 4.200 0.822
10 C -5.786 3.861 -0.456
11 C -6.280 4.397 -1.840
12 Cl -5.040 3.807 -3.096
13 H -5.541 2.803 -0.543
14 H -4.935 4.438 -0.094
15 H -6.479 5.469 -1.836
16 H -7.235 3.966 -2.140
17 Cl -3.550 -1.081 -4.673
18 C -2.433 0.375 -4.660
19 C -1.289 0.235 -3.627
20 Cl -0.125 -1.005 -4.088
21 H -3.072 1.239 -4.477
22 H -2.032 0.471 -5.669
23 H -1.802 -0.035 -2.704
24 H -0.687 1.121 -3.423
25 Cl -0.317 6.723 -3.394
26 C -0.083 6.850 -1.635
27 C -1.029 5.958 -0.769
28 Cl -1.045 4.233 -1.252
29 H -0.277 7.869 -1.302
30 H 0.959 6.588 -1.451
31 H -2.050 6.316 -0.897
32 H -0.731 6.083 0.272
33 Cl -4.555 -3.731 -0.099
34 C -3.017 -3.198 -0.793
35 C -2.394 -4.218 -1.730
36 Cl -3.571 -4.884 -2.911
37 H -2.310 -3.054 0.024
38 H -3.206 -2.264 -1.323
39 H -1.912 -5.029 -1.184
40 H -1.601 -3.663 -2.231
41 Cl -4.480 0.278 -0.080
42 C -3.123 1.199 0.746
43 C -1.798 1.172 0.064
44 Cl -1.069 -0.457 0.062
45 H -3.120 0.745 1.737
46 H -3.361 2.260 0.835
47 H -1.092 1.787 0.622
48 H -1.781 1.552 -0.957
49 C -1.970 3.662 3.573
50 C -1.891 2.298 3.944
51 C -0.755 1.551 3.563
52 C 0.287 2.090 2.812
53 C 0.245 3.460 2.436
54 C -0.940 4.220 2.777
55 C 1.390 4.078 1.734
56 O 1.361 5.285 1.531
57 C 2.307 3.104 1.017
58 C 3.139 3.548 -0.016
59 C 3.904 2.717 -0.788
60 C 3.879 1.335 -0.484
61 C 3.115 0.787 0.530
62 C 2.324 1.716 1.260
63 C 1.410 1.183 2.295
64 O 1.501 0.021 2.673
65 H -2.792 4.256 3.944
66 H -2.626 1.894 4.624
67 H -0.753 0.528 3.908
68 H -0.976 5.293 2.660
69 H 3.203 4.617 -0.160
70 H 4.386 3.193 -1.629
71 H 4.420 0.628 -1.095
72 H 3.077 -0.278 0.701
73 C 8.265 -5.980 -2.479
74 C 8.492 -6.616 -1.281
75 C 7.634 -6.449 -0.179
76 C 6.469 -5.675 -0.305
77 C 6.153 -5.130 -1.557
78 C 7.131 -5.227 -2.628
79 C 4.817 -4.461 -1.832
80 O 4.422 -4.197 -3.007
81 C 4.029 -4.020 -0.658
82 C 2.913 -3.228 -0.846
83 C 2.183 -2.800 0.240
84 C 2.517 -3.166 1.527
85 C 3.640 -3.886 1.755
86 C 4.435 -4.358 0.681
87 C 5.664 -5.324 0.871
88 O 5.927 -5.646 2.051
89 H 8.976 -6.148 -3.274
90 H 9.319 -7.236 -0.967
91 H 7.921 -6.959 0.728
92 H 7.006 -4.800 -3.612
93 H 2.527 -2.892 -1.797
94 H 1.366 -2.164 -0.069
95 H 1.865 -2.750 2.282
96 H 3.793 -4.059 2.810

These are the Löwdin partial charges, in e, on atoms 1 to 2: 0.6165, -0.6297


Entry 3:
ORCA calculation (ωB97M-V/def2-TZVPD) on a molecular structure, C40H40FIN2O16P2Si2 at a distorted geometry.

* charge: 0
* HOMO energy: -6.71 eV

Element x y z (Å)
1 C 5.038 -0.255 1.568
2 C 5.711 -0.538 0.179
3 I 6.693 1.251 -0.642
4 C 4.731 -1.199 -0.870
5 Si 3.301 -0.018 -1.374
6 F 3.288 1.361 -0.430
7 O 1.783 -0.790 -1.503
8 Si 0.989 -1.187 -0.025
9 C 0.537 0.310 1.073
10 N 1.562 0.646 2.117
11 P -0.968 -2.121 -0.639
12 N -2.172 -1.715 0.596
13 O -1.447 -1.399 -2.119
14 P 2.041 -2.782 1.151
15 O 0.980 -3.320 2.362
16 O 2.065 -4.093 0.042
17 H 5.493 -0.968 2.293
18 H 3.946 -0.441 1.586
19 H 5.198 0.803 1.843
20 H 6.549 -1.258 0.318
21 H 4.367 -2.197 -0.548
22 H 5.359 -1.380 -1.780
23 H 3.629 0.437 -2.740
24 H 0.218 1.187 0.458
25 H -0.389 -0.007 1.625
26 H 1.733 1.647 2.017
27 H 1.143 0.572 3.046
28 H -1.953 -2.347 1.370
29 H -3.062 -2.056 0.216
30 H -0.659 -1.073 -2.587
31 H 1.434 -4.046 2.803
32 H 2.974 -4.212 -0.245
33 C 0.785 -1.347 -7.617
34 C 0.730 -1.753 -6.350
35 C 0.552 -0.788 -5.244
36 O 0.505 -1.159 -4.088
37 C 0.434 0.644 -5.596
38 C 0.489 1.050 -6.863
39 C 0.667 0.085 -7.970
40 O 0.715 0.454 -9.126
41 H 0.915 -2.038 -8.441
42 H 0.813 -2.796 -6.072
43 H 0.303 1.334 -4.772
44 H 0.405 2.093 -7.141
45 C 0.991 -0.818 7.081
46 C 1.932 -1.220 7.933
47 C 3.370 -1.029 7.635
48 O 4.229 -1.397 8.411
49 C 3.720 -0.373 6.357
50 C 2.779 0.029 5.504
51 C 1.344 -0.162 5.801
52 O 0.485 0.207 5.023
53 H -0.065 -0.949 7.280
54 H 1.693 -1.701 8.874
55 H 4.774 -0.241 6.154
56 H 3.020 0.509 4.563
57 C -6.614 -3.389 1.528
58 C -7.698 -2.797 2.027
59 C -8.035 -1.397 1.681
60 O -9.021 -0.856 2.139
61 C -7.126 -0.682 0.758
62 C -6.042 -1.274 0.260
63 C -5.705 -2.672 0.606
64 O -4.715 -3.212 0.151
65 H -6.349 -4.410 1.770
66 H -8.375 -3.305 2.702
67 H -7.387 0.336 0.516
68 H -5.365 -0.765 -0.415
69 C -4.380 -0.588 -9.721
70 C -4.633 -1.314 -10.808
71 C -3.572 -1.608 -11.799
72 O -3.803 -2.268 -12.791
73 C -2.221 -1.065 -11.534
74 C -1.968 -0.338 -10.446
75 C -3.028 -0.046 -9.457
76 O -2.796 0.615 -8.463
77 H -5.142 -0.362 -8.986
78 H -5.614 -1.719 -11.018
79 H -1.458 -1.291 -12.269
80 H -0.986 0.069 -10.234
81 C 5.657 3.791 4.329
82 C 6.150 4.853 4.964
83 C 6.752 4.731 6.310
84 O 7.200 5.697 6.890
85 C 6.788 3.383 6.923
86 C 6.296 2.322 6.287
87 C 5.693 2.445 4.941
88 O 5.243 1.478 4.356
89 H 5.212 3.861 3.344
90 H 6.133 5.845 4.531
91 H 7.234 3.313 7.907
92 H 6.314 1.330 6.722
93 C -5.452 2.313 4.016
94 C -5.859 1.796 2.857
95 C -5.298 2.264 1.569
96 O -5.667 1.796 0.509
97 C -4.270 3.327 1.618
98 C -3.863 3.844 2.777
99 C -4.423 3.376 4.064
100 O -4.053 3.845 5.119
101 H -5.851 1.984 4.967
102 H -6.610 1.019 2.805
103 H -3.871 3.656 0.667
104 H -3.113 4.622 2.831

These are the Löwdin partial charges, in e, on atoms 1 to 2: -0.1816, -0.7727


Entry 4:
ORCA calculation (ωB97M-V/def2-TZVPD) on a molecular structure, C40H40IrN5O3S3Si.

* charge: +1
* spin multiplicity: 2
* energy relative to the best compared isomer or geometry (same formula, charge and spin): 0.0 kJ/mol
* HOMO energy (alpha / beta): -10.43 / -10.34 eV

Element x y z (Å)
1 Ir 0.898 -0.015 1.017
2 S 1.158 1.583 5.193
3 C 2.603 2.054 4.418
4 C 2.668 1.627 3.122
5 C 1.515 0.891 2.726
6 C 0.619 0.800 3.759
7 C -0.619 0.084 3.551
8 C -1.574 -0.195 4.518
9 C -2.664 -0.977 4.190
10 C -2.785 -1.457 2.895
11 C -1.835 -1.102 1.961
12 N -0.768 -0.350 2.274
13 H 3.338 2.623 4.964
14 H 3.517 1.833 2.482
15 H -1.438 0.183 5.522
16 H -3.407 -1.217 4.938
17 H -3.614 -2.081 2.594
18 H -1.914 -1.421 0.933
19 C -1.033 3.195 1.027
20 C 0.353 3.138 0.501
21 C 1.062 4.287 0.079
22 C 2.330 4.174 -0.437
23 C 2.933 2.918 -0.542
24 C 2.191 1.839 -0.113
25 N 0.931 1.970 0.373
26 N 2.510 0.490 0.015
27 Si 3.931 -0.367 -0.685
28 C 4.430 0.497 -2.266
29 C 3.438 -2.123 -1.010
30 C 5.274 -0.257 0.599
31 H -1.729 3.096 0.192
32 H -1.232 4.142 1.525
33 H -1.236 2.378 1.714
34 H 0.595 5.257 0.172
35 H 2.864 5.061 -0.751
36 H 3.939 2.793 -0.913
37 H 3.610 1.039 -2.738
38 H 4.781 -0.249 -2.980
39 H 5.249 1.199 -2.095
40 H 2.504 -2.196 -1.573
41 H 3.339 -2.702 -0.090
42 H 4.226 -2.588 -1.608
43 H 5.549 0.780 0.806
44 H 6.170 -0.776 0.250
45 H 4.964 -0.717 1.540
46 O -1.060 0.924 -1.436
47 S -1.041 -0.495 -1.648
48 O -2.296 -1.207 -1.691
49 N -0.049 -1.144 -0.527
50 C 0.010 -2.523 -0.283
51 C -0.590 -3.528 -1.013
52 C -0.386 -4.885 -0.691
53 C 0.412 -5.270 0.346
54 C 1.038 -4.280 1.134
55 C 1.910 -4.580 2.207
56 C 2.500 -3.570 2.912
57 C 2.206 -2.240 2.575
58 N 1.394 -1.936 1.588
59 C 0.815 -2.922 0.838
60 C -0.203 -0.768 -3.184
61 C 0.896 0.031 -3.483
62 C 1.588 -0.182 -4.663
63 C 1.182 -1.184 -5.537
64 C 0.076 -1.965 -5.238
65 C -0.624 -1.759 -4.056
66 H -1.235 -3.280 -1.837
67 H -0.878 -5.635 -1.296
68 H 0.575 -6.315 0.576
69 H 2.103 -5.616 2.455
70 H 3.176 -3.766 3.732
71 H 2.629 -1.412 3.132
72 H 1.176 0.825 -2.801
73 H 2.436 0.442 -4.915
74 H 1.721 -1.344 -6.461
75 H -0.250 -2.730 -5.930
76 H -1.511 -2.334 -3.829
77 C -5.764 0.222 0.995
78 S -4.123 0.941 0.814
79 O -3.930 1.810 2.014
80 C -4.522 1.995 -0.575
81 C -4.476 1.465 -1.856
82 C -4.780 2.286 -2.931
83 C -5.103 3.621 -2.719
84 C -5.126 4.141 -1.432
85 C -4.835 3.325 -0.347
86 H -6.496 1.024 1.076
87 H -5.745 -0.368 1.909
88 H -5.974 -0.414 0.136
89 H -4.187 0.432 -2.009
90 H -4.752 1.888 -3.937
91 H -5.332 4.259 -3.562
92 H -5.375 5.182 -1.272
93 H -4.841 3.701 0.669

These are the Löwdin partial charges, in e, on atoms 1 to 2: 1.4918, 1.0703


Entry 5:
ORCA calculation (ωB97M-V/def2-TZVPD) on a molecular structure, C40H40N4O6W at a distorted geometry.

* charge: 0
* HOMO energy (alpha / beta): -6.24 / -6.08 eV

Element x y z (Å)
1 W -0.207 0.187 0.165
2 C -4.603 -0.586 0.937
3 C -3.288 -0.141 1.126
4 N -2.274 -0.649 0.484
5 C -2.473 -1.701 -0.356
6 C -3.764 -2.187 -0.639
7 C -4.840 -1.589 0.040
8 C -3.918 -3.222 -1.592
9 C -2.818 -3.686 -2.245
10 C -1.520 -3.211 -1.945
11 C -1.314 -2.273 -0.966
12 N -0.098 -1.751 -0.529
13 C 1.080 -2.464 -0.483
14 C 1.340 -3.741 -0.921
15 C 2.639 -4.291 -0.836
16 C 3.670 -3.610 -0.266
17 C 3.416 -2.345 0.316
18 C 4.361 -1.658 1.098
19 C 3.973 -0.540 1.773
20 C 2.679 -0.042 1.582
21 N 1.822 -0.575 0.758
22 C 2.138 -1.770 0.185
23 H -5.411 -0.123 1.488
24 H -3.057 0.659 1.820
25 H -5.850 -1.932 -0.159
26 H -4.908 -3.609 -1.805
27 H -2.931 -4.442 -3.013
28 H -0.689 -3.557 -2.541
29 H 0.552 -4.353 -1.326
30 H 2.808 -5.287 -1.227
31 H 4.663 -4.038 -0.204
32 H 5.366 -2.054 1.193
33 H 4.644 -0.028 2.449
34 H 2.349 0.834 2.119
35 C -2.060 3.244 -2.645
36 C -2.940 2.177 -2.010
37 C -4.338 2.143 -2.593
38 O -2.989 2.476 -0.612
39 C -2.238 0.818 -2.248
40 O -2.623 0.063 -3.113
41 O -1.179 0.559 -1.518
42 H -2.546 4.218 -2.551
43 H -1.890 3.025 -3.701
44 H -1.102 3.276 -2.123
45 H -4.789 3.134 -2.535
46 H -4.962 1.428 -2.047
47 H -4.302 1.817 -3.631
48 H -3.816 2.128 -0.266
49 C 1.172 -2.019 6.622
50 O 0.649 -0.705 6.756
51 C 0.204 -0.096 5.638
52 C -0.304 1.201 5.817
53 C -0.720 1.909 4.721
54 C -0.654 1.375 3.422
55 C -0.936 2.179 2.263
56 C -1.440 3.586 2.297
57 O -0.645 1.708 1.157
58 C -0.229 0.025 3.259
59 O -0.272 -0.606 2.121
60 C 0.225 -0.680 4.387
61 H 1.480 -2.325 7.617
62 H 2.036 -2.036 5.953
63 H 0.415 -2.712 6.247
64 H -0.343 1.617 6.815
65 H -1.092 2.919 4.853
66 H -0.683 4.256 2.713
67 H -2.339 3.673 2.913
68 H -1.668 3.893 1.279
69 H 0.561 -1.696 4.229
70 C 3.147 0.080 -4.605
71 N 1.832 -0.137 -4.047
72 C 1.777 -1.350 -3.266
73 C 1.213 1.017 -3.393
74 C 1.863 1.602 -2.131
75 C 3.039 2.330 -2.351
76 C 3.663 3.057 -1.353
77 C 3.045 3.129 -0.114
78 C 1.891 2.399 0.107
79 C 1.280 1.553 -0.840
80 H 3.391 -0.753 -5.269
81 H 3.945 0.150 -3.848
82 H 3.150 0.997 -5.199
83 H 1.992 -2.210 -3.910
84 H 0.776 -1.465 -2.854
85 H 2.507 -1.360 -2.440
86 H 0.192 0.744 -3.172
87 H 1.186 1.817 -4.139
88 H 3.466 2.337 -3.348
89 H 4.586 3.592 -1.549
90 H 3.453 3.754 0.674
91 H 1.429 2.521 1.078

These are the Löwdin partial charges, in e, on atoms 1 to 2: 1.7566, -0.0360


no.,E (a.u.)
1,-7947.52225
2,-7371.49974
3,-4520.81250
4,-3636.07493
5,-2285.86636